{"formula": "C6H15NO2Si", "method": "ωB97M-V/def2-TZVPD", "orbital_gap_ev": 10.81, "relative_energy_kj_mol": 92.4, "smiles": "C[C@@](N)(C(=O)O)[Si](C)(C)C", "max_force_ev_per_a": 4.88, "homo_energy_ev": -10.2, "symbols": ["C", "C", "N", "C", "O", "O", "Si", "C", "C", "C", "H", "H", "H", "H", "H", "H", "H", "H", "H", "H", "H", "H", "H", "H", "H"], "coordinates": [[0.440, 0.587, 2.021], [-0.062, 0.764, 0.570], [-1.672, 1.066, 0.664], [0.518, 1.931, -0.034], [1.685, 2.213, -0.035], [-0.281, 2.588, -0.867], [0.160, -0.727, -0.593], [-0.710, -2.223, 0.318], [2.035, -1.071, -0.690], [-0.809, -0.254, -2.235], [0.106, -0.307, 2.637], [0.194, 1.480, 2.713], [1.636, 0.627, 1.968], [-1.704, 1.902, 1.269], [-2.022, 0.322, 1.169], [-1.193, 2.267, -0.645], [-1.823, -1.961, 0.287], [-0.675, -3.165, -0.219], [-0.143, -2.244, 1.290], [2.416, -1.094, 0.406], [2.351, -1.900, -1.429], [2.545, -0.171, -1.003], [-1.918, -0.379, -2.045], [-0.593, 0.747, -2.433], [-0.483, -0.996, -3.082]], "lowdin_charge": [-0.081, -0.465, 0.056, -0.630, 0.112, 0.095, 0.624, -0.178, -0.179, -0.160, 0.082, 0.103, 0.122, 0.090, 0.021, 0.094, 0.044, 0.011, 0.031, 0.061, 0.060, 0.004, 0.043, -0.026, 0.065]}


{"formula": "C8H14ClF3IO2P", "method": "ωB97M-V/def2-TZVPD", "orbital_gap_ev": 10.03, "smiles": "CC[C@@H](Cl)[PH](O)(CCC(F)(F)F)CC(=O)I", "max_force_ev_per_a": 2.52, "homo_energy_ev": -9.6, "symbols": ["C", "C", "C", "Cl", "P", "O", "C", "C", "C", "F", "F", "F", "C", "C", "O", "I", "H", "H", "H", "H", "H", "H", "H", "H", "H", "H", "H", "H", "H", "H"], "coordinates": [[-1.047, 1.918, -2.472], [-0.041, 0.792, -2.677], [-0.384, -0.367, -1.748], [-0.060, -1.939, -2.567], [0.496, -0.131, -0.042], [1.265, 0.337, 1.443], [-0.911, -0.858, 0.921], [-1.562, 0.165, 1.864], [-1.548, -0.257, 3.302], [-0.357, -0.104, 3.888], [-2.437, 0.459, 4.014], [-1.889, -1.545, 3.435], [1.997, -1.086, -0.572], [3.197, -0.865, 0.321], [3.560, -1.651, 1.171], [4.393, 0.867, -0.162], [-2.029, 1.544, -2.716], [-1.087, 2.200, -1.427], [-0.811, 2.789, -3.062], [-0.113, 0.475, -3.707], [0.971, 1.143, -2.502], [-1.452, -0.349, -1.617], [0.479, 1.244, -0.306], [1.174, -0.295, 2.156], [-0.508, -1.687, 1.487], [-1.681, -1.276, 0.295], [-2.603, 0.273, 1.603], [-1.116, 1.142, 1.778], [2.291, -0.793, -1.568], [1.812, -2.145, -0.533]], "lowdin_charge": [-0.105, -0.347, -0.796, 0.592, 0.812, -0.333, -0.220, -0.109, -0.649, 0.148, 0.136, 0.140, -0.314, -0.871, 0.001, 0.802, 0.075, 0.057, 0.075, 0.090, 0.094, 0.048, 0.075, 0.037, 0.099, 0.083, 0.128, 0.119, 0.055, 0.081]}


{"formula": "C19H15BF7N6OSTi", "method": "ωB97M-V/def2-TZVPD", "orbital_gap_ev": [6.95, 7.10], "relative_energy_kj_mol": 104.0, "spin_multiplicity": 2, "max_force_ev_per_a": 3.33, "homo_energy_ev": [-7.8, -7.9], "symbols": ["Ti", "F", "C", "C", "F", "C", "F", "C", "S", "C", "F", "C", "F", "B", "N", "C", "C", "C", "N", "N", "C", "C", "C", "N", "H", "H", "H", "H", "H", "H", "H", "H", "F", "C", "F", "H", "N", "C", "O", "C", "C", "C", "C", "N", "C", "H", "H", "H", "H", "H", "H"], "coordinates": [[-0.439, 0.216, 0.064], [1.806, -5.910, -1.902], [1.852, -4.644, -1.494], [0.693, -3.946, -1.224], [-0.504, -4.518, -1.369], [0.787, -2.636, -0.801], [-0.391, -1.980, -0.543], [1.979, -1.946, -0.619], [2.047, -0.320, -0.047], [3.132, -2.691, -0.911], [4.325, -2.119, -0.773], [3.074, -4.003, -1.335], [4.192, -4.675, -1.597], [0.748, 1.347, 2.989], [0.126, 2.343, 1.955], [-0.043, 3.648, 2.146], [-0.355, 4.250, 0.931], [-0.356, 3.207, 0.022], [-0.056, 2.055, 0.650], [-0.067, 0.020, 3.000], [-0.264, -0.775, 4.049], [-0.955, -1.907, 3.634], [-1.149, -1.713, 2.275], [-0.604, -0.543, 1.898], [1.877, 1.123, 2.637], [0.661, 1.842, 4.075], [0.066, 4.087, 3.123], [-0.561, 5.290, 0.746], [-0.570, 3.220, -1.034], [0.093, -0.513, 5.031], [-1.274, -2.740, 4.233], [-1.690, -2.328, 1.578], [-2.971, -0.648, 0.076], [-2.478, 0.694, 0.060], [-2.777, 1.193, 1.324], [-3.147, 1.237, -0.617], [-3.502, -1.467, -4.271], [-2.294, -1.241, -4.843], [-2.021, -1.613, -5.966], [-1.290, -0.480, -4.021], [-0.212, 0.089, -4.694], [0.716, 0.807, -3.962], [0.545, 0.938, -2.599], [-0.471, 0.360, -1.928], [-1.364, -0.342, -2.650], [-4.191, -1.960, -4.813], [-3.757, -1.137, -3.359], [-0.137, -0.054, -5.763], [1.568, 1.266, -4.442], [1.252, 1.494, -2.003], [-2.146, -0.832, -2.085]], "lowdin_charge": [0.817, 0.129, -0.144, -0.147, 0.124, -0.197, -0.012, -0.528, 0.729, -0.237, 0.095, -0.141, 0.130, -0.400, -0.044, -0.053, -0.033, -0.117, -0.110, -0.045, -0.058, -0.034, -0.116, -0.102, 0.059, 0.076, 0.128, 0.098, 0.113, 0.128, 0.097, 0.111, -0.102, -0.362, -0.050, 0.099, 0.185, -0.494, 0.072, -0.092, 0.036, -0.008, -0.125, -0.083, -0.052, 0.119, 0.096, 0.130, 0.120, 0.088, 0.108]}


{"formula": "C21H35O18P", "method": "ωB97M-V/def2-TZVPD", "orbital_gap_ev": 10.27, "smiles": "CCCO[C@H](OC=O)P(=O)(O)O.C[C@@H]1COC(=O)O1.C[C@@H]1COC(=O)O1.C[C@@H]1COC(=O)O1.C[C@@H]1COC(=O)O1", "max_force_ev_per_a": 1.13, "homo_energy_ev": -10.0, "symbols": ["C", "C", "C", "O", "C", "O", "C", "O", "P", "O", "O", "O", "H", "H", "H", "H", "H", "H", "H", "H", "H", "H", "H", "C", "C", "C", "O", "C", "O", "O", "H", "H", "H", "H", "H", "H", "C", "C", "C", "O", "C", "O", "O", "H", "H", "H", "H", "H", "H", "C", "C", "C", "O", "C", "O", "O", "H", "H", "H", "H", "H", "H", "C", "C", "C", "O", "C", "O", "O", "H", "H", "H", "H", "H", "H"], "coordinates": [[0.475, -3.410, 0.627], [0.033, -2.013, 0.181], [0.975, -0.929, 0.685], [2.079, -0.799, -0.229], [2.721, 0.419, -0.208], [4.007, 0.253, -0.804], [3.948, -0.142, -2.115], [4.518, -1.075, -2.537], [3.122, 1.119, 1.457], [3.689, 0.130, 2.378], [1.792, 1.829, 1.966], [4.030, 2.383, 1.073], [0.027, -4.176, -0.017], [1.562, -3.499, 0.532], [0.180, -3.613, 1.659], [0.072, -1.970, -0.915], [-0.991, -1.793, 0.492], [1.396, -1.203, 1.663], [0.451, 0.031, 0.777], [2.159, 1.171, -0.799], [3.359, 0.561, -2.734], [1.685, 2.726, 1.600], [4.787, 2.106, 0.535], [-3.664, -3.486, -5.470], [-2.658, -3.117, -4.411], [-2.317, -4.208, -3.410], [-2.014, -3.458, -2.224], [-2.662, -2.279, -2.302], [-2.751, -1.477, -1.425], [-3.184, -2.102, -3.533], [-3.372, -4.420, -5.952], [-4.650, -3.609, -5.022], [-3.730, -2.709, -6.230], [-1.749, -2.710, -4.863], [-1.456, -4.810, -3.687], [-3.173, -4.855, -3.205], [-2.276, 6.357, 3.026], [-1.861, 5.335, 2.001], [-1.507, 3.963, 2.551], [-0.522, 3.514, 1.610], [0.062, 4.597, 1.063], [1.065, 4.533, 0.415], [-0.612, 5.713, 1.371], [-3.052, 5.943, 3.671], [-1.421, 6.644, 3.638], [-2.669, 7.254, 2.550], [-2.607, 5.247, 1.207], [-2.337, 3.263, 2.573], [-1.045, 4.023, 3.539], [-1.630, 2.655, -2.901], [-2.003, 1.325, -3.504], [-0.897, 0.628, -4.274], [-1.624, -0.109, -5.261], [-2.811, 0.516, -5.465], [-3.565, 0.252, -6.345], [-3.004, 1.474, -4.533], [-0.701, 2.564, -2.335], [-1.496, 3.402, -3.685], [-2.408, 3.009, -2.227], [-2.415, 0.654, -2.746], [-0.308, -0.057, -3.668], [-0.237, 1.340, -4.778], [2.998, -1.474, 6.753], [2.942, -2.440, 5.598], [2.802, -1.805, 4.229], [2.067, -2.804, 3.506], [1.354, -3.530, 4.395], [0.494, -4.303, 4.112], [1.749, -3.248, 5.658], [3.744, -0.703, 6.556], [2.026, -1.002, 6.892], [3.264, -1.981, 7.680], [3.795, -3.124, 5.616], [3.740, -1.606, 3.722], [2.212, -0.887, 4.256]], "lowdin_charge": [-0.080, -0.212, -0.191, -0.076, -0.396, -0.030, -0.333, 0.153, 0.508, -0.232, -0.108, -0.098, 0.067, 0.084, 0.059, 0.102, 0.106, 0.112, 0.119, 0.149, 0.153, 0.056, 0.092, -0.010, -0.320, -0.076, 0.063, -0.567, 0.146, 0.077, 0.092, 0.096, 0.083, 0.151, 0.140, 0.140, -0.019, -0.309, -0.072, 0.045, -0.573, 0.153, 0.101, 0.093, 0.096, 0.088, 0.158, 0.142, 0.144, -0.014, -0.316, -0.085, 0.041, -0.565, 0.161, 0.093, 0.085, 0.094, 0.084, 0.139, 0.136, 0.139, -0.023, -0.318, -0.109, 0.047, -0.564, 0.154, 0.082, 0.091, 0.091, 0.083, 0.157, 0.117, 0.132]}


{"formula": "CH2NO4P", "method": "ωB97M-V/def2-TZVPD", "orbital_gap_ev": 5.32, "relative_energy_kj_mol": 205.2, "charge": -2, "max_force_ev_per_a": 3.61, "homo_energy_ev": 1.0, "symbols": ["C", "N", "O", "O", "O", "O", "P", "H", "H"], "coordinates": [[0.981, -1.728, -0.510], [0.359, -0.822, -0.122], [-1.407, 0.300, -1.776], [-2.049, 0.179, 0.757], [1.586, -2.729, -0.812], [-0.171, 1.833, -0.039], [-0.953, 0.392, -0.316], [0.286, 1.572, 0.979], [1.367, 1.003, 1.838]], "lowdin_charge": [-0.464, 0.067, -0.468, -0.486, -0.017, -0.479, 0.195, -0.145, -0.203]}


{"formula": "C6H18Br6O3", "method": "ωB97M-V/def2-TZVPD", "orbital_gap_ev": 9.78, "smiles": "BrCCBr.BrCCBr.BrCCBr.O.O.O", "max_force_ev_per_a": 2.41, "homo_energy_ev": -9.7, "symbols": ["Br", "C", "C", "Br", "H", "H", "H", "H", "Br", "C", "C", "Br", "H", "H", "H", "H", "Br", "C", "C", "Br", "H", "H", "H", "H", "O", "H", "H", "O", "H", "H", "O", "H", "H"], "coordinates": [[10.303, -14.447, 19.325], [9.055, -15.647, 20.225], [7.929, -16.141, 19.327], [6.919, -14.719, 18.490], [8.696, -15.212, 21.154], [9.654, -16.511, 20.518], [7.280, -16.744, 19.959], [8.372, -16.801, 18.585], [12.412, -21.949, 16.479], [12.817, -23.071, 18.048], [13.960, -22.465, 18.831], [13.333, -20.799, 19.731], [13.115, -24.028, 17.618], [11.878, -23.245, 18.557], [14.726, -22.114, 18.154], [14.272, -23.101, 19.651], [12.940, -25.094, 22.679], [10.984, -25.317, 22.245], [10.519, -24.131, 21.415], [10.818, -22.360, 22.225], [10.502, -25.454, 23.199], [11.021, -26.134, 21.530], [9.444, -24.254, 21.260], [10.955, -24.107, 20.424], [10.084, -19.254, 17.907], [10.575, -19.041, 17.104], [9.521, -19.999, 17.663], [10.622, -18.909, 20.640], [10.849, -19.787, 20.971], [10.343, -19.058, 19.710], [12.746, -17.495, 21.931], [12.420, -18.010, 21.176], [13.295, -16.806, 21.542]], "lowdin_charge": [0.579, -0.686, -0.712, 0.597, 0.063, 0.034, 0.063, 0.045, 0.600, -0.666, -0.615, 0.615, 0.059, 0.029, 0.042, 0.052, 0.531, -0.590, -0.675, 0.619, 0.055, 0.053, 0.064, 0.027, -0.063, 0.055, 0.058, -0.115, -0.052, 0.002, -0.081, -0.019, 0.031]}


{"formula": "C3H10O", "method": "ωB97M-V/def2-TZVPD", "orbital_gap_ev": 11.33, "relative_energy_kj_mol": 85.4, "smiles": "CC.CO", "max_force_ev_per_a": 1.89, "homo_energy_ev": -10.4, "symbols": ["C", "C", "H", "H", "H", "H", "H", "H", "C", "O", "H", "H", "H", "H"], "coordinates": [[0.885, 1.549, -1.066], [-0.091, 0.475, -1.522], [0.409, 2.531, -0.920], [1.253, 1.255, -0.085], [1.704, 1.871, -1.716], [-0.729, 0.241, -0.679], [0.539, -0.413, -1.669], [-0.572, 0.607, -2.486], [-0.953, -1.426, 1.742], [0.180, -0.604, 1.475], [-1.132, -1.472, 2.823], [-1.810, -1.027, 1.213], [-0.668, -2.468, 1.549], [0.987, -1.119, 1.342]], "lowdin_charge": [-0.180, -0.167, 0.061, 0.048, 0.060, 0.038, 0.063, 0.060, -0.147, -0.148, 0.072, 0.074, 0.081, 0.084]}